The following is a quantum chemistry calculation of a structure of composition C17H22BeCl2N3O6S, from the Open Molecules 2025 dataset.

- charge = -1
- highest occupied orbital energy (eV) = -4.226

Geometry as XYZ:
```
52
Properties=species:S:1:pos:R:3:forces:R:3
Be 0.0319 -0.2419 -0.0071 0.0 0.0 -0.1
C -0.8483 0.5893 7.1952 0.0 0.0 0.0
C -1.1157 0.0118 5.8306 0.0 0.0 0.0
C -2.3492 -0.5649 5.5285 0.0 0.0 0.0
C -2.6066 -1.0783 4.2677 0.0 0.0 0.0
C -1.6351 -1.0073 3.2756 0.0 0.0 0.0
C -0.4011 -0.4445 3.5625 0.0 0.0 0.0
C -0.1468 0.0543 4.8354 0.0 0.0 0.0
S -2.0494 -1.6005 1.6294 0.0 0.0 0.0
O -2.5637 -2.9317 1.8592 0.0 0.0 0.0
O -2.9729 -0.6099 1.1113 0.0 0.0 0.0
N -0.7356 -1.5718 0.7880 -0.1 0.0 0.0
C 0.3293 -2.5114 1.1319 0.0 0.0 0.0
C 1.6621 -1.7576 1.0015 0.0 0.0 0.0
O 2.7007 -2.2609 1.3935 0.0 0.0 0.0
O 1.5358 -0.5863 0.4584 0.0 0.0 0.0
H -1.4001 0.0513 7.9666 0.0 0.0 0.0
H -1.1528 1.6378 7.2434 0.0 0.0 0.0
H 0.2130 0.5442 7.4397 0.0 0.0 0.0
H -3.1121 -0.6235 6.2975 0.0 0.0 0.0
H -3.5583 -1.5429 4.0416 0.0 0.0 0.0
H 0.3627 -0.3885 2.7976 0.0 0.0 0.0
H 0.8263 0.4810 5.0515 0.0 0.0 0.0
H 0.3499 -3.3643 0.4479 0.0 0.0 0.0
H 0.2488 -2.9155 2.1439 0.0 0.0 0.0
N -0.5584 1.2327 0.8338 0.3 0.0 0.2
C -1.0287 2.0659 1.4669 -0.1 0.0 0.0
N -1.5700 3.0325 2.1979 0.0 0.0 -0.1
C -2.4458 2.5808 3.3014 0.0 0.0 0.0
C -3.8318 2.2686 2.7684 0.0 0.0 0.0
O -4.3675 3.3995 2.0853 0.0 0.0 0.0
C -3.5673 3.7357 0.9656 0.0 0.0 0.0
C -2.1670 4.1272 1.4079 0.0 0.0 0.0
H -2.4837 3.3981 4.0243 0.0 0.0 0.0
H -1.9979 1.7083 3.7733 0.0 0.0 0.0
H -4.5126 2.0457 3.5895 0.0 0.0 0.0
H -3.7831 1.4002 2.1003 0.0 0.0 0.0
H -4.0568 4.5682 0.4603 0.0 0.0 0.0
H -3.5109 2.8849 0.2731 0.0 0.0 0.0
H -2.2043 5.0064 2.0534 0.0 0.0 0.0
H -1.5211 4.3376 0.5553 0.0 0.0 0.0
C -1.8455 0.5628 -2.0085 0.0 0.0 0.0
C -0.4121 0.0848 -1.7373 -0.1 0.0 0.0
O 0.3186 -0.0012 -2.7275 0.0 0.0 0.0
H -2.0783 0.5246 -3.0761 0.0 0.0 0.0
H -1.9232 1.6015 -1.6627 0.0 0.0 0.0
H -2.5651 -0.0140 -1.4223 0.0 0.0 0.0
Cl 2.1786 2.3689 -0.9525 0.0 0.1 0.0
C 1.4377 2.8894 -2.4573 0.0 0.0 0.0
Cl 0.3003 4.2510 -2.2103 0.0 0.0 0.0
H 0.8818 2.0512 -2.8643 0.0 0.0 0.0
H 2.2087 3.2384 -3.1329 0.0 0.0 0.0
```
Positions in Å, forces in eV/Å.

Partial atomic charges computed with the Mulliken method, in multiples of e: -0.407 -1.525 0.975 -0.662 -0.890 0.434 -0.056 -0.966 1.295 -0.809 -0.683 -0.034 -0.664 0.612 -0.761 -0.450 0.381 0.249 0.377 0.364 0.445 0.134 0.385 0.360 0.343 -0.253 0.795 -0.121 0.165 -0.294 -0.465 -0.379 -0.683 0.286 -0.379 0.393 0.232 0.364 0.262 0.312 0.388 -0.920 1.004 -0.835 0.415 0.001 0.270 -0.101 -0.055 -0.216 -0.006 0.375

The following is a quantum chemistry calculation of a structure of composition C17H22BeN4OPS, from the Open Molecules 2025 dataset.

- charge = -1
- highest occupied orbital energy (eV) = -2.500

Geometry as XYZ:
```
47
Properties=species:S:1:pos:R:3:forces:R:3
Be 1.7009 -0.3814 0.2808 0.2 0.2 0.0
N -0.0718 -2.8766 3.3426 0.0 0.0 -0.1
C 0.4353 -1.9384 2.4368 0.0 0.0 0.0
S 1.6148 -2.4796 1.2823 -0.2 -0.1 -0.1
N -0.0363 -0.7472 2.5141 0.0 0.1 0.0
N 0.5123 0.1267 1.5459 -0.1 0.1 -0.1
C -0.3965 1.1101 1.0113 0.0 -0.3 -0.1
C -1.5858 1.5336 1.7467 0.1 0.1 0.0
C -2.8048 1.7878 1.0970 0.0 0.0 0.0
C -3.9304 2.2086 1.7931 0.1 0.0 0.0
C -3.8881 2.3689 3.1720 0.0 0.0 -0.1
C -2.6965 2.0969 3.8377 0.0 0.0 0.0
C -1.5695 1.6870 3.1437 0.0 0.0 0.0
C -0.0261 1.5387 -0.2404 0.0 0.0 0.1
C -0.5868 2.6585 -0.9664 0.0 0.0 -0.1
C -0.0541 3.0498 -2.1491 0.1 -0.1 0.0
C 1.0772 2.3672 -2.6865 -0.1 0.0 -0.1
C 1.5823 1.3230 -1.9579 -0.1 0.0 0.1
N 1.0711 0.8754 -0.8008 -0.1 0.1 -0.1
H 0.5915 -3.5999 3.5644 0.0 0.0 0.0
H -0.4872 -2.4432 4.1542 0.0 0.0 0.0
H -2.8671 1.6235 0.0280 0.0 0.0 0.0
H -4.8555 2.3874 1.2551 0.0 0.0 0.0
H -4.7678 2.6894 3.7181 0.0 0.0 0.0
H -2.6484 2.2086 4.9160 0.0 0.0 0.0
H -0.6547 1.4725 3.6786 0.0 0.0 0.0
H -1.4129 3.1994 -0.5266 0.0 0.0 0.0
H -0.4700 3.9019 -2.6758 0.0 0.0 0.0
H 1.5463 2.6790 -3.6100 0.0 0.0 0.0
H 2.4577 0.7852 -2.3052 0.0 0.0 0.0
C 1.9623 0.5521 1.7358 0.0 0.1 0.2
H 2.3166 0.1222 2.6733 0.0 -0.1 -0.1
H 1.9990 1.6427 1.8059 0.0 0.0 -0.1
C -0.1620 -1.5211 -2.3051 0.0 0.1 0.1
P 1.5441 -2.0919 -2.2282 0.0 0.0 -0.1
C 1.3994 -3.8571 -1.8984 0.1 0.0 0.1
C 2.1642 -1.9913 -3.9228 0.0 0.0 0.0
O 2.4637 -1.3381 -1.3125 -0.1 -0.2 0.1
H -0.7293 -2.1981 -2.9467 0.0 0.0 0.0
H -0.2097 -0.5018 -2.6903 0.0 -0.1 0.0
H -0.5763 -1.5295 -1.2932 0.0 0.0 0.0
H 0.8565 -4.3501 -2.7076 0.0 0.0 0.0
H 0.8860 -3.9856 -0.9457 0.0 0.0 0.0
H 2.3995 -4.2803 -1.7939 0.0 0.0 -0.1
H 1.5228 -2.5346 -4.6185 0.0 0.0 0.0
H 3.1706 -2.4098 -3.9411 0.0 0.0 0.0
H 2.2133 -0.9404 -4.2106 0.0 0.0 0.0
```
Positions in Å, forces in eV/Å.

Partial atomic charges computed with the Mulliken method, in multiples of e: -0.504 -0.586 0.284 -0.452 -0.955 1.959 -0.415 0.274 -0.302 -0.736 -0.369 -0.583 -0.318 0.367 -1.238 -0.379 -1.077 -0.275 0.208 0.228 0.242 0.511 0.343 0.365 0.349 0.369 0.587 0.407 0.392 0.720 -1.249 0.348 0.414 -1.074 1.334 -1.174 -1.324 -0.770 0.475 0.325 0.211 0.383 0.309 0.336 0.361 0.355 0.324

The following is a quantum chemistry calculation of a structure of composition C17H22Cl3NO7PTi, from the Open Molecules 2025 dataset.

- charge = +1
- highest occupied orbital energy (eV) = -12.754

Geometry as XYZ:
```
52
Properties=species:S:1:pos:R:3:forces:R:3
Ti -0.8891 -0.8388 -0.1053 0.1 0.1 0.2
N -5.2660 4.4995 2.4408 0.0 0.0 0.0
C -4.6038 3.6456 2.0532 0.0 0.0 0.0
C -3.7685 2.5795 1.5684 0.0 0.0 0.0
C -3.7924 1.3416 2.2096 0.0 0.0 0.0
C -2.9900 0.3165 1.7404 0.0 0.0 0.0
C -2.1547 0.5305 0.6437 0.0 0.0 0.0
C -2.1458 1.7700 -0.0022 0.0 0.1 0.0
C -2.9522 2.7967 0.4601 0.0 0.0 0.0
H -4.4446 1.1906 3.0588 0.0 0.0 0.0
H -3.0343 -0.6523 2.2223 0.0 0.0 0.0
H -1.5129 1.9467 -0.8654 0.0 0.0 0.0
H -2.9599 3.7601 -0.0309 0.0 0.0 0.0
C -1.2430 -4.2156 1.7429 0.0 0.0 0.0
C -1.0887 -2.8977 1.0917 0.0 0.0 0.0
O -2.0549 -2.3358 0.4579 0.0 -0.1 0.0
O 0.0057 -2.2452 1.0869 -0.1 0.1 0.0
H -2.2513 -4.3248 2.1352 0.0 0.0 0.0
H -0.4912 -4.3494 2.5156 0.0 0.0 0.0
H -1.0995 -4.9788 0.9731 0.0 0.0 0.0
Cl -2.7578 -2.9518 -2.8840 0.0 0.0 0.0
C -1.0779 -2.5820 -3.2757 0.0 0.0 0.0
Cl -0.6704 -3.1184 -4.8802 0.0 0.0 0.0
Cl 0.0054 -3.3577 -2.0749 0.0 0.0 0.0
C -0.8787 -1.0517 -3.1416 0.1 0.1 0.0
O -0.6110 -0.3314 -4.0407 0.0 0.0 0.0
O -1.0486 -0.6251 -1.8765 -0.1 -0.1 -0.1
C 3.7060 -1.6475 1.2515 0.0 0.0 0.0
C 4.0532 -0.9041 -0.0151 0.0 0.0 0.0
O 3.2812 0.3260 -0.1196 0.0 0.0 0.0
P 1.9289 0.3219 -0.9718 -0.1 0.0 -0.1
O 0.7354 0.3105 0.2911 0.1 0.0 0.0
C 0.9150 1.2199 1.4539 0.0 0.0 0.0
C 0.7340 0.4573 2.7388 0.0 0.0 0.0
O 1.7498 1.8864 -1.2397 0.0 0.0 0.0
C 2.4775 2.4942 -2.3504 0.0 0.0 0.0
C 1.6715 2.4151 -3.6235 0.0 0.0 0.0
H 4.3473 -2.5242 1.3467 0.0 0.0 0.0
H 2.6680 -1.9854 1.2398 0.0 0.0 0.0
H 3.8657 -1.0142 2.1243 0.0 0.0 0.0
H 3.8673 -1.5152 -0.9017 0.0 0.0 0.0
H 5.0929 -0.5870 -0.0283 0.0 0.0 0.0
H 0.1844 2.0150 1.3280 0.0 0.0 0.0
H 1.9163 1.6304 1.3648 0.0 0.0 0.0
H -0.2792 0.0657 2.8386 0.0 0.0 0.0
H 0.9050 1.1418 3.5705 0.0 0.0 0.0
H 1.4442 -0.3645 2.8168 0.0 0.0 0.0
H 3.4512 2.0092 -2.4476 0.0 0.0 0.0
H 2.6484 3.5215 -2.0387 0.0 0.0 0.0
H 1.4936 1.3827 -3.9249 0.0 0.0 0.0
H 2.2115 2.9170 -4.4268 0.0 0.0 0.0
H 0.7071 2.9067 -3.4997 0.0 0.0 0.0
```
Positions in Å, forces in eV/Å.

Partial atomic charges computed with the Mulliken method, in multiples of e: -0.374 -0.435 -0.218 0.518 -0.867 0.044 0.894 -0.356 -0.785 0.484 0.508 0.527 0.489 -1.253 1.100 -0.534 -0.418 0.370 0.340 0.305 -0.077 0.678 -0.068 -0.137 -0.077 -0.453 -0.098 -0.782 -0.396 -0.316 -0.113 1.027 -0.366 -0.949 -0.473 -0.388 -0.973 0.458 -0.011 0.268 0.365 0.319 0.331 0.522 0.171 0.461 0.187 0.338 0.306 0.209 0.431 0.266

The following is a quantum chemistry calculation of a structure of composition C17H22ClKN7O4PS, from the Open Molecules 2025 dataset.

- charge = -2
- highest occupied orbital energy (eV) = -2.130

Geometry as XYZ:
```
54
Properties=species:S:1:pos:R:3:forces:R:3
K -0.5669 0.4576 1.7815 -0.4 0.8 0.4
C -4.8829 -1.2174 -0.0011 1.6 0.6 -1.7
N -3.8059 -1.3261 -1.0787 -1.5 0.3 0.4
C -4.2167 -1.1529 -2.4775 0.4 -0.1 0.5
P -2.2372 -1.6048 -0.6948 0.9 1.8 -0.9
O -1.9068 -1.3761 0.7324 -0.3 -0.4 0.0
N -2.0349 -3.1918 -1.0660 0.6 -0.4 0.2
C -2.8077 -4.0419 -1.9220 0.1 -0.4 0.1
C -0.8744 -3.8247 -0.4929 0.3 -1.3 -0.3
N -1.2673 -0.7073 -1.7980 -0.5 -1.3 0.4
C -0.1665 -1.3277 -2.5214 -0.1 -1.2 0.4
C -0.9863 0.7135 -1.6244 -0.2 0.6 1.2
H -5.8007 -1.7025 -0.3479 0.3 -0.4 0.3
H -5.0878 -0.1766 0.1964 -0.1 0.6 -0.2
H -4.4236 -1.5672 0.9016 -0.2 -0.7 0.5
H -5.3010 -1.0385 -2.4470 0.0 -0.1 -0.4
H -3.9150 -2.0348 -3.0807 -0.4 0.5 0.1
H -3.7654 -0.2723 -2.9457 -0.1 0.0 0.2
H -3.8645 -3.8671 -1.8033 -0.5 0.2 0.0
H -2.6338 -5.0883 -1.5862 0.0 0.5 -0.5
H -2.5642 -3.9151 -2.9918 0.1 -0.3 0.2
H -0.2501 -3.1113 0.0330 0.3 0.0 -0.2
H -0.3406 -4.3866 -1.2915 0.2 0.6 0.4
H -1.1640 -4.6062 0.2310 -0.1 0.2 0.0
H -0.4938 -2.2167 -3.0764 -0.1 0.1 -0.2
H 0.6869 -1.6708 -1.9112 -0.2 0.3 0.2
H 0.2151 -0.5773 -3.1930 0.1 0.1 -0.5
H -1.7979 1.2210 -0.9940 1.2 -1.0 -1.8
H -0.9122 1.1931 -2.6176 0.2 -0.1 0.4
H -0.0931 0.8969 -0.9729 -0.4 -0.3 -1.2
N -0.0640 2.9156 3.8349 0.8 1.2 0.5
C 0.2880 3.9347 4.2942 -0.6 -1.8 -0.8
C 0.4620 5.1741 4.8999 -1.5 0.9 0.2
C 1.5795 5.9514 5.1610 0.9 -0.6 0.1
N 2.4661 6.6126 5.4902 0.5 0.4 0.0
C -0.7005 5.8977 5.2942 -1.4 1.2 1.0
N -1.5382 6.6053 5.7208 1.3 -1.4 -0.9
O 1.6174 2.4247 -0.6361 1.4 -1.5 0.1
C 2.2367 1.4163 -0.2280 -2.9 1.0 0.8
N 1.6161 0.3536 0.3861 1.5 -0.6 -0.1
S 2.6830 -0.7305 1.0741 -2.3 0.8 -3.7
O 2.3769 -0.8411 2.4674 0.4 -0.4 0.9
O 2.7109 -1.9784 0.2673 0.5 1.6 1.5
C 4.0818 0.2852 0.6962 1.0 -0.2 -0.2
C 5.4016 0.0036 1.0222 -0.3 1.1 -1.3
C 6.3729 0.7819 0.3573 1.1 0.2 -0.1
C 5.9978 1.8950 -0.4745 0.5 -1.3 1.2
C 4.6544 2.1993 -0.6050 0.3 0.8 -1.0
C 3.6971 1.3521 -0.1313 0.8 -1.5 1.5
H 5.5962 -0.8168 1.6900 0.4 -0.1 0.0
H 7.4649 0.4863 0.5044 -1.5 0.7 -0.3
H 6.7063 2.5461 -1.0012 0.0 -0.5 0.5
H 4.3666 3.0863 -1.1630 -0.1 -0.2 0.0
Cl -2.8142 1.9652 0.1391 -2.0 1.2 1.9
```
Positions in Å, forces in eV/Å.

Partial atomic charges computed with the Mulliken method, in multiples of e: 0.879 -1.029 0.336 -0.905 0.412 -1.081 0.437 -1.195 -1.060 0.569 -0.975 0.041 0.300 0.329 0.320 0.358 0.277 0.203 0.389 0.388 0.255 0.179 0.431 0.329 0.207 0.157 0.447 -0.062 0.455 -0.600 -0.520 0.255 -0.178 0.337 -0.586 0.247 -0.556 -0.742 0.291 -0.277 0.999 -0.680 -0.679 0.432 -0.614 -0.273 -0.524 -0.304 -0.190 0.421 0.244 0.344 0.470 -0.709

The following is a quantum chemistry calculation of an isolated molecule of C17H22ClN3O2, from the Open Molecules 2025 dataset.

- SMILES string = Cc1cc(Cl)ccc1OCCCC(=O)NCCCn1ccnc1
- highest occupied orbital energy (eV) = -8.524

Geometry as XYZ:
```
45
Properties=species:S:1:pos:R:3:forces:R:3
C -0.3631 -1.8054 -3.0899 0.0 0.0 0.0
C -0.9478 -1.8641 -1.7150 0.2 0.0 0.1
C -2.3060 -1.7415 -1.4934 0.1 0.0 0.2
C -2.8172 -1.8022 -0.2043 0.1 -0.1 0.1
Cl -4.5225 -1.6108 0.0496 -0.2 0.0 0.0
C -1.9799 -2.0052 0.8747 -0.2 0.1 -0.2
C -0.6139 -2.1225 0.6674 0.4 -0.1 -0.1
C -0.0860 -2.0419 -0.6159 -0.4 -0.1 0.0
O 1.2321 -2.1187 -0.9330 -0.3 0.0 -0.3
C 2.2088 -2.2111 0.0809 0.4 0.0 0.5
C 2.4530 -0.9089 0.8503 -0.2 -0.1 -0.4
C 2.8388 0.2553 -0.0603 0.0 -0.1 0.0
C 1.7850 0.8129 -1.0078 0.1 -0.1 0.5
O 2.0851 1.2673 -2.0936 0.1 0.2 -0.4
N 0.5261 0.8930 -0.5244 -0.3 -0.1 0.0
C -0.5302 1.5205 -1.2913 0.0 0.1 -0.2
C -1.7569 1.8119 -0.4346 0.4 0.2 0.1
C -1.4960 2.8037 0.7058 -0.6 0.0 -0.5
N -0.5907 2.2699 1.6880 0.2 0.0 0.5
C 0.6713 2.7076 1.9682 0.2 0.1 0.1
C 1.1846 1.8307 2.8795 0.1 0.2 -0.2
N 0.2704 0.8638 3.1564 -0.1 -0.5 0.3
C -0.7772 1.1549 2.4339 -0.2 0.0 0.0
H 0.4260 -1.0558 -3.1310 0.1 0.1 -0.1
H 0.0938 -2.7621 -3.3384 0.1 0.0 -0.1
H -1.1249 -1.5739 -3.8291 0.0 0.0 -0.1
H -2.9751 -1.5948 -2.3272 -0.1 0.0 -0.1
H -2.3791 -2.0694 1.8744 -0.1 0.0 0.1
H 0.0200 -2.2782 1.5254 0.1 0.0 0.1
H 3.1191 -2.4842 -0.4611 -0.1 0.0 0.1
H 1.9663 -3.0220 0.7799 0.0 0.0 -0.1
H 3.2832 -1.0966 1.5349 -0.1 0.0 0.1
H 1.5914 -0.6483 1.4663 0.0 0.0 0.1
H 3.1419 1.0994 0.5668 0.0 0.0 -0.1
H 3.6963 -0.0220 -0.6764 0.0 0.1 0.0
H 0.2522 0.3525 0.2792 0.2 0.0 0.1
H -0.8279 0.8770 -2.1277 0.0 0.1 0.0
H -0.1169 2.4411 -1.7157 -0.1 -0.1 0.0
H -2.1352 0.8743 -0.0222 -0.1 0.0 0.0
H -2.5322 2.2290 -1.0784 -0.1 -0.1 0.0
H -1.0621 3.7244 0.3087 0.0 0.0 0.1
H -2.4475 3.0479 1.1914 0.2 0.1 -0.1
H 1.0870 3.5797 1.5075 0.1 0.2 -0.1
H 2.1450 1.8318 3.3543 0.2 0.1 0.0
H -1.6889 0.5912 2.4274 -0.3 -0.1 -0.1
```
Positions in Å, forces in eV/Å.

Partial atomic charges computed with the Mulliken method, in multiples of e: -1.521 1.166 -0.614 0.089 -0.240 -0.906 -0.457 0.510 -0.465 -0.945 0.247 -0.862 0.530 -0.729 0.789 -0.769 -0.126 -0.934 0.311 -0.116 -0.662 -0.604 -0.347 0.301 0.381 0.381 0.411 0.520 0.335 0.464 0.370 0.435 -0.350 0.404 0.362 -0.640 0.265 0.553 -0.123 0.428 0.337 0.343 0.410 0.470 0.597

> Which of these has the highest highest occupied orbital energy?

C17H22ClKN7O4PS

> The highest highest occupied orbital energy belongs to which entry?

C17H22ClKN7O4PS